No. 1
Computed, not measured: C37H24BrClIN4O6Ti as an isolated structure at a distorted geometry, with ωB97M-V/def2-TZVPD.

As for the total charge: -1. Its expectation value of S² is 2.0657. As for the relative energy (zero: lowest compared OMol25 entry of this formula, charge and spin): 5.419 eV. Its multiplicity is 3. The calculation puts the orbital gap (spin up / spin down) at 5.33 / 6.02 eV.

XYZ file:
```
75
C37H24BrClIN4O6Ti | the OMol25 dataset | ωB97M-V/def2-TZVPD
Ti 0.27287 0.29011 -0.61654
O -6.00273 1.56251 -2.94914
C -5.62423 2.06531 -1.89354
O -6.17273 2.81101 -1.08594
C -4.12863 1.71841 -1.52184
C -3.52093 2.35671 -0.43404
C -2.18133 2.12011 -0.18574
N -1.43773 1.32111 -0.97284
C -1.99813 0.75971 -2.07684
C -3.36843 0.91071 -2.33864
C -1.05183 0.18601 -2.99454
C -1.40153 -0.60049 -4.10524
C -0.44633 -0.93549 -5.03194
C 0.85857 -0.43369 -4.86234
C 1.14387 0.29791 -3.73294
N 0.25387 0.57211 -2.77074
C -1.40543 2.81611 0.85116
C -1.94573 3.31411 2.03646
C -1.10663 3.98231 2.91266
C 0.22707 4.14871 2.57636
C 0.67107 3.61821 1.37156
N -0.11433 2.96791 0.53256
H -4.10973 3.04581 0.15266
H -3.82663 0.46491 -3.20754
H -2.41963 -0.94429 -4.21694
H -0.68593 -1.55249 -5.88604
H 1.62417 -0.62509 -5.60014
H 2.14167 0.70261 -3.58804
H -2.98943 3.16801 2.26866
H -1.48743 4.36731 3.84736
H 0.91597 4.65191 3.23646
H 1.70437 3.72401 1.06796
O 3.70617 -1.70899 1.99196
Cl 2.82157 -1.12359 1.01026
O 3.70717 -1.62719 -0.48704
O 1.57687 0.87531 0.17086
O 1.60437 -1.88069 0.93006
C -3.09253 -1.44399 1.55836
C -3.38413 -2.43989 0.63546
C -2.48753 -2.73289 -0.37254
C -1.30913 -1.98959 -0.49494
C -1.03623 -0.91189 0.38936
C -1.93453 -0.68809 1.42706
C -0.25043 -2.33479 -1.43214
C -0.18073 -3.50669 -2.20674
C 0.93827 -3.78789 -2.94714
C 2.06727 -2.93549 -2.87364
C 3.24667 -3.09439 -3.61864
C 4.25737 -2.12419 -3.56894
C 4.21937 -1.08619 -2.69444
C 3.15737 -1.01559 -1.65214
C 1.93547 -1.81149 -2.02534
N 0.81567 -1.50329 -1.40074
H -3.78913 -1.24259 2.36096
H -4.30433 -3.00289 0.71046
H -2.70103 -3.52599 -1.07674
H -1.73613 0.11251 2.13886
H -1.01653 -4.18739 -2.21614
H 0.98487 -4.66719 -3.57494
H 3.36227 -3.95319 -4.26014
H 5.07947 -2.19509 -4.26964
H 5.00057 -0.34639 -2.65414
H 2.88427 0.03101 -1.39294
Br 3.68167 2.78121 4.28496
C 2.65487 1.56151 5.30506
C 2.91937 1.47521 6.66036
C 2.16507 0.61171 7.43476
C 1.15057 -0.12649 6.84456
C 0.92307 -0.03269 5.48126
C 1.67707 0.80981 4.66766
I 1.52087 0.73881 2.38876
H 3.70767 2.07421 7.09166
H 2.37227 0.51751 8.49036
H 0.54247 -0.78489 7.44926
H 0.15397 -0.62949 5.01476
```

---

No. 2
Computed, not measured: C37H25F3NS6SbTeV as an isolated structure, with ωB97M-V/def2-TZVPD.

As for the total charge: -2. Its expectation value of S² is 3.7656. As for the relative energy (zero: lowest compared OMol25 entry of this formula, charge and spin): 0.896 eV. Its multiplicity is 4. The calculation puts the orbital gap (spin up / spin down) at 5.14 / 5.57 eV.

XYZ file:
```
75
C37H25F3NS6SbTeV | the OMol25 dataset | ωB97M-V/def2-TZVPD
V 0.47292 0.42594 0.70151
S 6.04640 -1.97193 4.76777
C 4.77459 -1.36082 3.84854
S 3.15981 -1.29203 4.38636
C 2.43566 -0.54985 2.98778
C 3.29887 -0.28491 1.96824
S 2.90515 0.46464 0.43504
S 4.95249 -0.73732 2.27275
S 0.71918 -0.19916 3.02832
F -8.56538 -0.86504 -1.04386
C -7.24563 -0.83255 -0.71276
C -6.43783 -1.88482 -1.09917
C -5.09510 -1.83497 -0.75901
C -4.55992 -0.76682 -0.03721
C -5.41287 0.26500 0.32796
C -6.76318 0.24523 -0.00472
Sb -2.42781 -0.87742 0.34322
C -2.68882 -2.41071 1.80479
C -3.86960 -2.51739 2.53534
C -4.04590 -3.52323 3.47170
C -3.01455 -4.42144 3.66067
F -3.18763 -5.41833 4.57063
C -1.82296 -4.34381 2.97387
C -1.66759 -3.32304 2.04410
C -2.49104 0.73362 1.79824
C -2.42372 0.52299 3.17279
C -2.60978 1.56320 4.06933
C -2.88433 2.81840 3.56830
F -3.09657 3.83512 4.44139
C -2.94644 3.08127 2.21626
C -2.72835 2.02921 1.33870
H -6.85755 -2.71375 -1.65192
H -4.46201 -2.66164 -1.06048
H -5.03803 1.10654 0.90021
H -7.43020 1.04694 0.28127
H -4.67339 -1.80630 2.37906
H -4.95692 -3.61567 4.04567
H -1.03384 -5.05574 3.16505
H -0.71997 -3.22770 1.52315
H -2.19863 -0.46280 3.56053
H -2.53130 1.41498 5.13631
H -3.12870 4.08693 1.86808
H -2.73652 2.23710 0.27201
C 0.58399 5.43603 3.30192
C -0.28045 5.61264 2.22841
C -0.36547 4.65986 1.22796
C 0.42440 3.50284 1.26023
C 1.29384 3.33744 2.34490
C 1.36263 4.28756 3.34893
N 0.31507 2.47042 0.33293
C 0.21767 2.77756 -1.00578
C 0.48624 4.04098 -1.57427
C 0.36865 4.24750 -2.93593
C -0.00262 3.22495 -3.80339
C -0.23633 1.96628 -3.26292
C -0.13820 1.74976 -1.90286
H 0.64128 6.17400 4.09161
H -0.91211 6.49239 2.17773
H -1.06621 4.80079 0.41431
H 1.89988 2.44041 2.38381
H 2.03900 4.12220 4.17856
H 0.82470 4.85331 -0.94791
H 0.59049 5.23295 -3.33138
H -0.08992 3.39876 -4.86753
H -0.50138 1.13354 -3.90417
H -0.32752 0.73546 -1.54639
Te 1.18731 -2.09489 -0.61434
C -0.28618 -3.54953 -1.17378
C -0.38002 -4.86443 -0.79376
C -1.47701 -5.55921 -1.36626
C -2.21725 -4.77804 -2.20260
S -1.55491 -3.19992 -2.27890
H 0.31691 -5.31493 -0.10366
H -1.70679 -6.59680 -1.16706
H -3.09349 -5.05961 -2.76126
```

---

Number 1: calculated total energy -6276.0378 Ha. Number 2: calculated total energy -5620.8149 Ha.